Here is a structure of composition C33H40FN6O10PSbScSe4 from the OMol25 dataset. Energies are from ωB97M-V with the def2-TZVPD basis set.

energy relative to the best compared isomer or geometry (same formula, charge and spin): 479.65 kJ/mol
largest force on an atom: 3.86 eV/Å
DFT total energy: -13410.59938 hartree
frontier orbital gap: 0.125 hartree
lowest unoccupied orbital energy: -1.6 eV

Structure (ORCA input):
```
! wB97M-V def2-TZVPD RIJCOSX def2/J DEFGRID3
* xyz 0 1
Sc -1.006 1.740 -1.046
O -1.134 -2.731 -3.399
C -0.869 -1.448 -3.286
O 0.099 -0.978 -2.732
C -1.955 -0.616 -3.899
C -2.958 -1.182 -4.693
C -3.955 -0.335 -5.179
C -3.977 0.978 -4.781
C -2.980 1.433 -3.912
N -1.974 0.650 -3.513
C -2.964 2.720 -3.220
O -3.943 3.599 -3.395
O -2.072 3.008 -2.441
H -0.673 -3.283 -2.732
H -2.894 -2.213 -4.994
H -4.733 -0.730 -5.816
H -4.766 1.638 -5.123
H -4.623 3.242 -3.978
C 5.978 -1.892 -1.645
C 5.629 -1.068 -0.409
N 4.204 -0.760 -0.329
C 3.759 0.425 -0.823
C 2.465 0.821 -0.812
C 2.075 2.161 -1.419
O 2.968 2.942 -1.703
O 0.817 2.314 -1.604
C 1.482 -0.024 -0.204
O 0.304 0.306 -0.022
C 1.936 -1.341 0.234
C 0.995 -2.231 0.754
C 1.408 -3.451 1.212
F 0.566 -4.278 1.844
C 2.735 -3.853 1.076
C 3.673 -2.978 0.561
C 3.297 -1.689 0.154
N 3.146 -5.173 1.453
C 3.549 -5.309 2.842
C 4.323 -6.612 2.998
N 3.450 -7.744 2.547
C 3.010 -7.551 1.123
C 2.239 -6.244 1.061
H 7.052 -2.075 -1.682
H 5.687 -1.355 -2.547
H 5.459 -2.850 -1.645
H 6.166 -0.122 -0.437
H 5.927 -1.581 0.506
H 4.506 1.083 -1.249
H -0.058 -1.971 0.775
H 4.689 -3.337 0.476
H 2.689 -5.299 3.532
H 4.200 -4.478 3.108
H 4.625 -6.778 4.030
H 5.200 -6.592 2.355
H 2.608 -7.757 3.128
H 3.929 -8.634 2.665
H 2.393 -8.396 0.821
H 3.902 -7.505 0.501
H 1.347 -6.321 1.700
H 1.885 -6.070 0.046
Se -4.998 -2.529 -2.412
Sb -3.631 -2.083 -0.413
Se -2.479 0.124 -0.591
Se -4.961 -2.033 1.608
Se -2.008 -3.921 -0.295
O -1.256 8.850 -2.059
C -1.210 8.625 -0.671
N -1.832 7.343 -0.460
C -2.481 7.024 0.687
O -2.528 7.774 1.647
C -3.125 5.672 0.690
C -4.283 5.457 1.429
C -4.868 4.205 1.407
C -4.275 3.208 0.642
N -3.145 3.389 -0.031
C -2.585 4.595 0.001
H -0.609 9.517 -2.298
H -1.771 9.375 -0.107
H -0.177 8.609 -0.304
H -1.904 6.761 -1.280
H -4.707 6.277 1.994
H -5.773 3.997 1.960
H -4.724 2.223 0.555
H -1.651 4.705 -0.540
C -1.256 2.988 3.646
P -1.240 1.654 2.413
C -2.739 0.686 2.699
C 0.124 0.599 2.972
O -1.010 2.276 1.062
H -1.440 2.585 4.641
H -2.035 3.710 3.398
H -0.293 3.499 3.623
H -3.035 0.781 3.745
H -2.564 -0.366 2.484
H -3.547 1.027 2.061
H 0.001 0.393 4.037
H 1.067 1.119 2.796
H 0.112 -0.340 2.429
*
```